Record 1
# C12H19NO2

A structure of composition C12H19NO2 (the ωB97M-V functional and the def2-TZVPD basis, OMol25).

Last column: natural (NBO) charge in e.
Geometry (Å):
C1 6.590 0.895 0.956  -0.095
C2 6.032 0.030 0.354  -0.056
C3 5.166 -0.872 -0.261  -0.185
H1 5.515 -1.986 -0.162  0.241
H2 4.880 -0.911 -1.450  0.279
O1 3.693 -1.152 0.478  -0.523
C4 2.859 -0.075 0.468  0.321
O2 2.571 0.269 -1.167  -0.627
C5 1.702 1.395 -1.343  -0.156
C6 0.482 1.187 -0.642  -0.025
C7 -0.668 1.236 -0.074  -0.031
C8 -2.014 0.956 0.433  -0.320
N1 -2.771 -0.142 -0.392  -0.370
C9 -4.150 0.573 -0.242  -0.252
C10 -4.925 0.349 0.930  -0.660
H3 -5.032 -0.705 1.506  0.231
H4 -4.384 0.785 1.884  0.192
H5 -5.968 0.681 1.028  0.239
H6 -4.075 1.637 -0.669  0.221
H7 -4.730 -0.052 -0.920  0.193
C11 -2.671 -1.387 -0.147  -0.252
C12 -1.439 -1.807 -0.495  -0.500
H8 -1.303 -2.874 -0.534  0.211
H9 -0.522 -1.457 0.053  0.221
H10 -1.248 -1.434 -1.935  0.121
H11 -3.376 -1.869 -0.555  0.205
H12 -2.646 -1.822 1.018  0.099
H13 -2.317 2.015 0.623  0.259
H14 -1.836 0.394 1.653  0.193
H15 2.280 2.242 -0.790  0.181
H16 1.658 1.563 -2.384  0.221
H17 2.026 -0.165 0.792  0.134
H18 3.491 1.004 0.702  0.129
H19 7.130 1.499 1.285  0.162

Computed properties:
- Lowest unoccupied orbital energy: 0.74 eV
- ΔE to the lowest compared entry with this formula, charge and spin: 1578.8 kJ/mol
- E_HOMO: -8.7 eV
- HOMO-LUMO gap: 0.348 Ha

Record 2
# C42H41BrO2P2V

A structure of composition C42H41BrO2P2V (the ωB97M-V functional and the def2-TZVPD basis, OMol25).

Last column: Löwdin spin population.
Geometry (Å):
V1 -0.846 4.687 1.820  2.847
C1 -0.559 1.638 -2.193  0.001
C2 -0.617 2.973 -2.070  0.001
C3 -1.838 3.801 -1.870  0.003
C4 -2.593 3.661 -0.525  0.025
C5 -3.283 2.344 -0.194  0.000
C6 -3.308 1.213 -0.920  0.004
C7 -3.090 1.114 -2.386  0.001
C8 -1.645 0.694 -2.692  0.000
C9 -0.558 3.150 3.523  -0.059
H1 0.437 1.183 -2.371  0.000
H2 0.313 3.540 -2.147  0.000
H3 -2.593 3.733 -2.672  0.001
H4 -1.510 4.860 -1.903  0.000
H5 -1.885 3.938 0.324  0.015
H6 -3.359 4.468 -0.541  0.000
H7 -3.668 2.306 0.851  0.000
H8 -3.561 0.250 -0.464  0.000
H9 -3.331 2.022 -2.967  0.000
H10 -3.773 0.347 -2.796  0.000
H11 -1.452 -0.289 -2.240  0.000
H12 -1.565 0.489 -3.773  0.000
H13 0.480 2.804 3.565  0.000
H14 -1.202 2.258 3.748  -0.006
H15 -0.729 3.872 4.342  0.008
P1 -0.604 7.017 1.606  0.031
P2 -2.961 5.881 2.630  0.019
C10 -2.016 7.253 0.551  0.009
C11 -3.183 6.754 1.067  0.009
C12 -0.120 8.732 2.035  0.002
C13 -0.650 9.866 1.395  -0.001
C14 -0.200 11.144 1.710  0.000
C15 0.790 11.324 2.688  -0.001
C16 1.330 10.193 3.321  0.000
C17 0.900 8.917 2.989  0.000
C18 0.743 6.541 0.456  0.019
C19 1.373 5.335 0.797  0.026
C20 2.384 4.880 -0.062  0.005
C21 3.030 5.821 -0.893  0.002
C22 2.597 7.163 -0.919  0.003
C23 1.395 7.520 -0.301  0.003
C24 -3.807 7.183 3.787  -0.003
C25 -3.156 8.409 4.040  0.000
C26 -3.796 9.459 4.705  0.000
C27 -5.093 9.285 5.210  0.000
C28 -5.759 8.079 4.993  0.000
C29 -5.127 7.058 4.266  -0.001
C30 -4.358 4.720 2.665  0.008
C31 -4.368 3.800 3.723  0.003
C32 -5.389 2.863 3.841  0.000
C33 -6.399 2.833 2.870  0.002
C34 -6.424 3.791 1.854  0.000
C35 -5.424 4.771 1.765  0.002
H16 -1.883 7.853 -0.332  0.000
H17 -4.155 6.999 0.665  0.000
H18 -1.413 9.756 0.621  0.000
H19 -0.615 11.996 1.188  0.000
H20 1.120 12.323 2.936  0.000
H21 2.094 10.334 4.076  0.000
H22 1.367 8.041 3.453  0.001
H23 1.083 4.836 1.771  0.018
H24 2.709 3.839 -0.038  0.000
H25 3.934 5.546 -1.453  0.000
H26 3.187 7.923 -1.438  0.000
H27 1.072 8.571 -0.358  0.000
H28 -2.126 8.548 3.701  0.000
H29 -3.283 10.414 4.831  0.000
H30 -5.577 10.089 5.768  0.000
H31 -6.767 7.926 5.379  0.000
H32 -5.708 6.157 4.079  0.000
H33 -3.572 3.832 4.472  0.000
H34 -5.399 2.146 4.668  0.000
H35 -7.171 2.056 2.903  0.000
H36 -7.226 3.804 1.116  0.000
H37 -5.500 5.589 1.047  0.000
Br1 -2.034 -2.182 -0.704  0.000
C36 -0.321 -2.586 -0.023  0.000
C37 0.146 -3.910 -0.076  0.000
C38 1.433 -4.218 0.378  0.000
C39 2.252 -3.195 0.862  0.000
C40 1.767 -1.886 0.936  0.000
C41 0.469 -1.567 0.521  0.000
C42 -0.007 -0.121 0.660  0.000
O1 0.740 0.711 0.057  0.000
O2 -1.033 0.031 1.352  0.000
H38 -0.508 -4.696 -0.466  0.000
H39 1.787 -5.247 0.343  0.000
H40 3.272 -3.417 1.203  0.000
H41 2.399 -1.073 1.307  0.000

Computed properties:
- Spin multiplicity: 4
- Lowest unoccupied orbital energy (spin up / spin down): -1.07 / -1.05 eV
- ΔE to the lowest compared entry with this formula, charge and spin: 194.4 kJ/mol
- E_HOMO (spin up / spin down): -6.8 / -6.8 eV
- HOMO-LUMO gap (spin up / spin down): 0.209 / 0.209 Ha

Record 3
# C21H54BrN4O6S

A cluster of 4 separate species, C21H54BrN4O6S in total (the ωB97M-V functional and the def2-TZVPD basis, OMol25).

Last column: Löwdin charge in e.
Geometry (Å):
C1 -6.349 -0.106 -3.508  -0.082
C2 -5.148 -0.819 -2.884  -0.343
C3 -4.024 0.180 -2.557  -0.892
Br1 -2.279 -0.503 -2.916  0.845
S1 -4.219 0.634 -0.775  1.074
N1 -2.694 0.526 -0.078  -0.247
H1 -6.154 0.154 -4.548  0.090
H2 -7.233 -0.739 -3.463  0.088
H3 -6.591 0.813 -2.968  0.078
H4 -4.740 -1.563 -3.563  0.099
H5 -5.469 -1.316 -1.967  0.077
H6 -4.144 1.093 -3.134  0.071
H7 -4.427 1.965 -0.833  0.031
H8 -2.536 -0.488 0.013  0.027
H9 -2.770 0.891 0.875  0.077
C4 3.723 1.242 3.638  -0.101
O1 2.578 0.415 3.539  -0.192
C5 1.340 1.101 3.627  -0.217
C6 0.603 1.027 2.305  -0.226
N2 1.284 1.804 1.285  -0.037
C7 0.765 1.639 -0.064  -0.194
C8 0.885 0.260 -0.706  -0.241
O2 2.208 -0.136 -0.990  -0.180
C9 2.912 -0.738 0.082  -0.089
H10 4.589 0.585 3.675  0.093
H11 3.825 1.917 2.781  0.072
H12 3.699 1.845 4.551  0.092
H13 1.493 2.143 3.921  0.126
H14 0.738 0.612 4.399  0.122
H15 -0.408 1.432 2.442  0.113
H16 0.506 -0.039 2.046  0.102
H17 2.267 1.567 1.294  0.060
H18 1.286 2.353 -0.708  0.120
H19 -0.292 1.928 -0.059  0.096
H20 0.374 0.306 -1.672  0.081
H21 0.377 -0.516 -0.113  0.102
H22 2.248 -1.302 0.743  0.090
H23 3.454 0.001 0.680  0.069
H24 3.645 -1.421 -0.343  0.094
C10 7.425 3.651 -4.948  -0.116
O3 6.554 2.558 -4.740  -0.197
C11 7.121 1.482 -4.003  -0.216
C12 6.440 1.333 -2.660  -0.217
N3 6.745 2.461 -1.793  -0.046
C13 5.985 2.496 -0.552  -0.195
C14 4.474 2.670 -0.654  -0.236
O4 4.059 3.934 -1.133  -0.174
C15 3.983 4.057 -2.540  -0.097
H25 6.916 4.344 -5.616  0.088
H26 7.669 4.172 -4.016  0.082
H27 8.359 3.332 -5.419  0.089
H28 8.196 1.633 -3.872  0.123
H29 6.972 0.565 -4.580  0.122
H30 6.795 0.414 -2.183  0.124
H31 5.363 1.213 -2.848  0.108
H32 6.587 3.320 -2.303  0.076
H33 6.373 3.321 0.052  0.122
H34 6.187 1.573 0.004  0.117
H35 4.074 2.600 0.364  0.101
H36 3.999 1.869 -1.235  0.098
H37 3.714 3.107 -3.012  0.090
H38 4.921 4.408 -2.980  0.075
H39 3.211 4.794 -2.763  0.087
C16 -5.237 -2.521 5.178  -0.116
O5 -4.848 -3.760 4.624  -0.197
C17 -5.920 -4.539 4.105  -0.209
C18 -5.783 -4.688 2.606  -0.208
N4 -5.982 -3.407 1.939  -0.047
C19 -5.674 -3.405 0.520  -0.206
C20 -4.233 -3.668 0.099  -0.206
O6 -3.324 -2.642 0.488  -0.234
C21 -2.779 -2.760 1.798  -0.080
H40 -4.353 -2.085 5.642  0.089
H41 -5.621 -1.827 4.420  0.078
H42 -6.006 -2.648 5.945  0.092
H43 -6.882 -4.088 4.364  0.126
H44 -5.873 -5.530 4.563  0.127
H45 -6.530 -5.399 2.244  0.128
H46 -4.792 -5.120 2.410  0.109
H47 -5.419 -2.709 2.409  0.072
H48 -5.965 -2.426 0.122  0.101
H49 -6.309 -4.146 0.025  0.127
H50 -4.201 -3.696 -0.994  0.119
H51 -3.863 -4.635 0.451  0.119
H52 -2.685 -3.805 2.096  0.098
H53 -3.381 -2.237 2.546  0.077
H54 -1.783 -2.313 1.783  0.084

Computed properties:
- Charge: +1
- Lowest unoccupied orbital energy: -3.85 eV
- E_HOMO: -10.0 eV
- HOMO-LUMO gap: 0.226 Ha

Across the entries above, maximum force takes the values 0.319; 0.062; 0.022 hartree/bohr, respectively.
Across the entries above, E takes the values -673.2829; -5975.9622; -4474.7416 Eh, respectively.